#1
Below is C5H7BF4N9PtSTe as an isolated structure, with properties calculated with ωB97M-V/def2-TZVPD.

The value obtained for the LUMO energy (spin up / spin down) is 4.151 / 4.134 eV. The value obtained for the molar mass is 634.72 g/mol. The frontier orbital gap (spin up / spin down) comes out at 0.2164 / 0.2245 Eh. As for the charge: -2. The spin multiplicity is 2.

Positions of all 29 atoms, in Å:
Pt (0.587, 0.318, -1.005)
N (3.198, -2.008, -0.315)
C (3.484, -0.668, -0.416)
N (4.720, -0.204, -0.270)
N (4.608, 1.114, -0.452)
N (3.392, 1.435, -0.691)
N (2.628, 0.344, -0.681)
C (1.952, -2.554, -0.263)
N (1.699, -3.870, -0.273)
N (0.384, -3.964, -0.191)
N (-0.148, -2.786, -0.127)
N (0.817, -1.859, -0.155)
H (3.984, -2.630, -0.249)
C (-3.730, 0.387, -0.146)
Te (-2.145, -1.108, -0.377)
C (-1.337, -0.442, 1.478)
H (-3.251, 1.360, -0.083)
H (-4.295, 0.208, 0.767)
H (-4.398, 0.367, -1.003)
H (-0.708, -1.222, 1.891)
H (-2.145, -0.206, 2.162)
H (-0.751, 0.452, 1.283)
F (-2.383, 3.206, 1.281)
B (-1.098, 3.562, 0.866)
F (-1.180, 4.581, -0.062)
F (-0.385, 3.991, 1.972)
F (-0.473, 2.432, 0.307)
S (-1.773, -0.375, -3.389)
C (-1.254, 0.139, -1.861)

Löwdin atomic charge list, values in e, 5 entries: Pt 0.77; N 0.12; C -0.48; N -0.01; N -0.14

#2
Below is C5H7BF4N9PtSTe as an isolated structure, with properties calculated with ωB97M-V/def2-TZVPD.

The value obtained for the LUMO energy (spin up / spin down) is 3.136 / 3.131 eV. The value obtained for the molar mass is 634.72 g/mol. The frontier orbital gap (spin up / spin down) comes out at 0.1937 / 0.2792 Eh. As for the charge: -2. The spin multiplicity is 2.

Positions of all 29 atoms, in Å:
Pt (0.984, 1.718, 1.371)
N (3.843, 2.404, 3.173)
C (3.708, 3.081, 1.982)
N (4.586, 3.955, 1.515)
N (4.083, 4.326, 0.322)
N (2.971, 3.719, 0.092)
N (2.701, 2.906, 1.137)
C (2.795, 1.790, 3.833)
N (2.851, 1.468, 5.109)
N (1.665, 0.868, 5.354)
N (0.940, 0.835, 4.298)
N (1.635, 1.412, 3.290)
H (4.583, 2.727, 3.774)
C (-0.232, 4.413, -0.700)
Te (0.361, 2.403, -1.042)
C (-1.630, 1.706, -1.270)
H (-0.918, 4.433, 0.142)
H (-0.709, 4.808, -1.595)
H (0.676, 4.960, -0.468)
H (-2.062, 2.156, -2.161)
H (-2.202, 1.959, -0.382)
H (-1.597, 0.624, -1.373)
F (-4.746, -13.023, -5.281)
B (-5.290, -11.927, -5.984)
F (-4.798, -11.928, -7.308)
F (-6.698, -12.039, -6.010)
F (-4.924, -10.726, -5.346)
S (-2.039, 0.382, 1.959)
C (-0.532, 0.591, 1.571)

Löwdin atomic charge list, values in e, 5 entries: Pt 0.71; N 0.13; C -0.49; N 0.02; N -0.10

Most stable of them? #2.

#1
Below is a 2-piece molecular cluster, C3H9NSi overall, with properties calculated with ωB97M-V/def2-TZVPD.

The value obtained for the LUMO energy (spin up / spin down) is 0.372 / -0.219 eV. The value obtained for the molar mass is 87.20 g/mol. The frontier orbital gap (spin up / spin down) comes out at 0.3216 / 0.2232 Eh. As for the charge: 0.

Positions of all 14 atoms, in Å:
C (2.896, -1.143, -0.736)
C (2.423, 0.047, -0.529)
C (-1.366, -0.667, 1.099)
N (-2.038, 1.936, 0.037)
Si (-1.098, 0.559, -0.272)
H (3.906, -1.440, -0.938)
H (2.321, -2.072, -0.690)
H (3.130, 0.905, -0.721)
H (-0.493, -0.613, 1.890)
H (-2.430, -0.525, 1.556)
H (-1.293, -1.631, 0.719)
H (-2.807, 1.935, -0.641)
H (-2.340, 2.472, 0.813)
H (-0.811, 0.236, -1.587)

Löwdin atomic charge list, values in e, 5 entries: C -0.20; C -0.09; C -0.29; N -0.14; Si 0.62

#2
Below is a 2-piece molecular cluster, C3H9NSi overall, with properties calculated with ωB97M-V/def2-TZVPD.

The value obtained for the LUMO energy is 0.356 eV. The value obtained for the molar mass is 87.20 g/mol. The frontier orbital gap comes out at 0.3460 Eh. As for the charge: 0. As for the SMILES: [H]/N=[Si](\C)C=C.[H][H].

Positions of all 14 atoms, in Å:
C (0.630, -1.899, -1.176)
C (0.872, -0.706, -0.568)
C (-0.544, 2.137, -0.184)
N (-2.018, -0.721, -0.090)
Si (-0.692, 0.264, -0.202)
H (1.397, -2.645, -1.258)
H (-0.345, -2.288, -1.470)
H (1.974, -0.459, -0.321)
H (-1.472, 2.483, 0.236)
H (0.286, 2.684, 0.455)
H (-0.455, 2.520, -1.147)
H (1.639, -0.572, 3.114)
H (-2.890, -0.109, 0.255)
H (1.619, -0.690, 2.356)

Löwdin atomic charge list, values in e, 5 entries: C -0.09; C -0.29; C -0.22; N -0.21; Si 0.55

Most stable of them? #2.

#1
Below is C4H14NO3 as an isolated structure, with properties calculated with ωB97M-V/def2-TZVPD.

The value obtained for the LUMO energy is 3.923 eV. The value obtained for the molar mass is 124.16 g/mol. The frontier orbital gap comes out at 0.2948 Eh. As for the charge: -1.

Positions of all 22 atoms, in Å:
C (1.489, 1.102, 0.393)
N (1.464, -0.075, 1.310)
C (1.013, -1.359, 0.665)
O (-0.289, -1.628, 1.145)
C (0.277, 2.106, 0.514)
C (-1.116, 1.658, 0.182)
H (1.520, 0.725, -0.596)
H (2.348, 1.682, 0.808)
H (0.795, 0.135, 2.039)
H (1.755, -2.154, 0.843)
H (0.992, -1.202, -0.438)
H (0.287, 2.265, 1.618)
H (0.601, 2.986, -0.094)
H (-1.544, 1.013, 0.955)
H (-1.538, 1.169, -0.685)
H (-1.857, 2.497, 0.280)
H (-0.972, -0.838, -2.262)
H (-0.108, 0.224, -2.095)
O (-0.480, -0.210, -2.882)
H (-1.045, -1.281, 0.232)
H (-2.208, -2.196, -0.751)
O (-1.723, -1.376, -0.799)

Löwdin atomic charge list, values in e, 5 entries: C -0.24; N -0.07; C -0.36; O -0.26; C -0.25

#2
Below is a 3-piece molecular cluster, C4H14NO3 overall, with properties calculated with ωB97M-V/def2-TZVPD.

The value obtained for the LUMO energy is 3.848 eV. The value obtained for the molar mass is 124.16 g/mol. The frontier orbital gap comes out at 0.2706 Eh. As for the charge: -1.

Positions of all 22 atoms, in Å:
C (0.904, -1.473, -1.321)
C (0.252, -1.324, 0.025)
C (1.337, -1.218, 1.102)
N (-0.638, -0.141, 0.066)
C (-0.250, 1.106, -0.534)
O (0.840, 1.716, 0.046)
H (1.719, -0.743, -1.376)
H (1.401, -2.440, -1.443)
H (0.191, -1.293, -2.120)
H (-0.454, -2.143, 0.225)
H (1.699, -0.184, 1.037)
H (0.998, -1.374, 2.128)
H (2.230, -1.847, 0.999)
H (-0.906, -0.082, 1.038)
H (-0.049, 1.047, -1.635)
H (-1.117, 1.800, -0.556)
H (-3.056, 0.653, -0.988)
H (-2.387, -0.700, -0.865)
O (-3.098, -0.236, -1.357)
H (0.395, 3.082, 2.542)
H (0.209, 2.570, 1.156)
O (-0.220, 3.224, 1.831)

Löwdin atomic charge list, values in e, 5 entries: C -0.09; C -0.45; C -0.09; N -0.06; C -0.48

Most stable of them? #2.

#1
Below is C4H14NO3 as an isolated structure, with properties calculated with ωB97M-V/def2-TZVPD.

The value obtained for the LUMO energy is 3.987 eV. The value obtained for the molar mass is 124.16 g/mol. The frontier orbital gap comes out at 0.3171 Eh. As for the charge: -1.

Positions of all 22 atoms, in Å:
C (1.059, 0.130, 0.881)
N (1.028, -1.328, 1.133)
C (0.709, -2.117, -0.067)
O (-0.533, -1.960, -0.596)
C (-0.008, 0.848, 1.675)
C (-1.294, 1.031, 0.931)
H (1.061, 0.388, -0.189)
H (2.083, 0.465, 1.091)
H (0.287, -1.518, 1.785)
H (0.862, -3.172, 0.212)
H (1.588, -1.930, -0.713)
H (-0.085, 0.404, 2.672)
H (0.336, 1.875, 1.912)
H (-1.581, 0.084, 0.444)
H (-1.212, 1.694, 0.069)
H (-2.128, 1.427, 1.518)
H (0.470, 2.208, -1.554)
H (-0.341, 1.114, -2.157)
O (-0.306, 2.147, -2.131)
H (-0.463, -1.208, -1.448)
H (-1.135, -0.204, -3.046)
O (-0.398, -0.378, -2.423)

Löwdin atomic charge list, values in e, 5 entries: C -0.25; N -0.06; C -0.43; O -0.16; C -0.27

#2
Below is a 3-piece molecular cluster, C4H14NO3 overall, with properties calculated with ωB97M-V/def2-TZVPD.

The value obtained for the LUMO energy is 3.529 eV. The value obtained for the molar mass is 124.16 g/mol. The frontier orbital gap comes out at 0.2462 Eh. As for the charge: -1.

Positions of all 22 atoms, in Å:
C (-0.026, -2.251, 0.582)
C (0.932, -1.308, -0.279)
N (0.362, 0.020, -0.464)
C (1.128, 1.068, 0.162)
C (0.873, 1.360, 1.741)
O (-0.379, 0.913, 2.001)
H (0.620, -3.089, 0.837)
H (-0.539, -1.617, 1.306)
H (-0.702, -2.764, -0.094)
H (0.930, -1.789, -1.271)
H (1.932, -1.338, 0.102)
H (-0.604, 0.031, -0.154)
H (2.236, 0.927, 0.144)
H (0.944, 1.888, -0.561)
H (0.929, 2.484, 1.743)
H (1.732, 1.140, 2.430)
H (-1.601, 1.504, 0.920)
H (-2.123, 1.737, -0.534)
O (-2.334, 1.929, 0.386)
H (-1.783, -0.935, -3.328)
H (-0.943, 0.088, -2.474)
O (-1.583, 0.000, -3.196)

Löwdin atomic charge list, values in e, 5 entries: C -0.08; C -0.27; N -0.12; C -0.24; C -0.44

Most stable of them? #1.